(1)
Here is 7 unconnected molecules or ions with the total composition C28H46Cl4O14 from the Open Molecules 2025 dataset. Energies are from wB97M-V/def2-TZVPD.

Geometry as ORCA input:
```
! wB97M-V def2-TZVPD RIJCOSX def2/J DEFGRID3
* xyz 0 1
Cl 9.90908 1.50314 18.63973
C 9.92352 2.77728 17.43217
C 9.47806 4.08377 18.04702
Cl 9.08105 5.28425 16.82258
H 9.24270 2.52400 16.61949
H 10.95326 2.77807 17.07476
H 10.26786 4.38170 18.73662
H 8.65377 4.00849 18.75622
Cl 11.53206 9.45352 0.91232
C 12.31381 7.90408 1.09279
C 12.67425 7.34741 -0.29838
Cl 11.16799 6.96759 -1.23997
H 11.87887 7.21866 1.82020
H 13.28411 8.19547 1.49494
H 13.31725 6.48299 -0.13273
H 13.22017 7.93875 -1.03351
C 16.80476 2.34716 -2.93713
O 16.87075 2.11884 -1.54217
C 18.07884 1.47846 -1.15181
C 18.07107 1.06901 0.29215
O 17.68150 2.21205 1.04118
C 18.10319 2.16501 2.44290
H 15.93048 2.77007 -3.43200
H 16.80902 1.41669 -3.50485
H 17.58715 3.02588 -3.27667
H 19.00424 1.94837 -1.48482
H 18.13168 0.55417 -1.72715
H 19.11419 0.86818 0.53641
H 17.44800 0.17663 0.35163
H 18.00394 1.20959 2.95810
H 17.64489 2.94995 3.04452
H 19.15842 2.41496 2.55299
C 14.47493 12.25953 18.78873
O 14.97872 12.56604 20.05883
C 16.33549 12.22575 20.32162
C 17.41766 13.03005 19.58495
O 17.58095 12.59933 18.25671
C 18.83835 12.93537 17.63760
H 14.81897 11.28264 18.44894
H 14.92823 13.00346 18.13360
H 13.39337 12.34263 18.68194
H 16.33347 11.16901 20.05437
H 16.51265 12.25621 21.39669
H 18.34727 13.04341 20.15394
H 17.19015 14.09345 19.65921
H 19.68667 12.37551 18.03131
H 19.10184 13.99084 17.56945
H 18.76308 12.63367 16.59290
C 7.31245 -1.34547 6.42162
O 8.13663 -0.54924 7.23781
C 8.45288 0.77263 6.70809
C 9.62742 0.72978 5.73578
O 10.84063 0.16738 6.26343
C 11.01125 -1.15197 5.90474
H 7.73565 -1.53018 5.43426
H 6.29309 -0.96642 6.34888
H 7.21096 -2.31466 6.90997
H 8.82742 1.32621 7.56913
H 7.61315 1.28179 6.23510
H 9.79518 1.73038 5.33733
H 9.31211 0.12811 4.88333
H 10.21418 -1.77212 6.31486
H 11.99566 -1.40880 6.29600
H 11.10580 -1.21892 4.82092
C 16.00143 4.36330 24.04308
C 16.31477 4.91401 25.22196
C 17.50712 5.77211 25.43156
O 17.82507 6.31959 26.45984
C 18.33632 5.90855 24.24775
C 18.00318 5.32678 23.09370
C 16.73353 4.59761 22.84156
O 16.38109 4.18316 21.70860
O 18.82837 5.39687 22.02908
O 15.53259 4.85921 26.32463
H 15.08058 3.80874 23.93866
H 19.26733 6.44722 24.34498
H 18.37569 4.99092 21.28619
H 15.99155 5.42627 26.94866
C 14.59170 7.70564 11.31598
C 15.32422 7.86785 12.42748
C 15.93161 6.73566 13.24533
O 16.55190 6.90011 14.28061
C 15.70518 5.41371 12.64936
C 15.00823 5.33094 11.44405
C 14.38226 6.42706 10.68591
O 13.65396 6.28847 9.70801
O 14.67596 4.08687 10.95783
O 15.43590 9.11106 12.98818
H 14.14943 8.61942 10.94746
H 15.98297 4.48698 13.12936
H 14.22424 4.15983 10.11389
H 15.93924 8.96039 13.79164
*
```

Results
Frontier orbital gap in eV: 7.609
SMILES string: O=C1C=C(O)C(=O)C=C1O.O=C1C=C(O)C(=O)C=C1O.COCCOC.COCCOC.COCCOC.ClCCCl.ClCCCl

=====

(2)
Here is a single C8H6N2O molecule from the Open Molecules 2025 dataset. Energies are from wB97M-V/def2-TZVPD.

Geometry as ORCA input:
```
! wB97M-V def2-TZVPD RIJCOSX def2/J DEFGRID3
* xyz 0 1
C -1.18933 2.19103 -0.51694
C -0.32147 2.48458 -1.58362
C 0.72318 1.64220 -1.82397
C 0.15353 0.26684 -0.24542
C -1.01679 1.04721 0.17993
C 0.35383 -1.01554 0.54769
C 1.14191 -2.68947 1.55912
C -0.14895 -2.84625 1.62242
H -1.91358 2.96044 -0.30115
H -0.44965 3.48067 -2.27487
H 1.35429 1.80570 -2.59675
H -1.57155 0.48782 0.97199
H 1.89329 -3.52029 1.85627
H -0.73701 -3.46353 1.87529
N 0.95099 0.48150 -1.16855
N 1.48732 -1.55682 0.94363
O -0.71001 -1.75609 0.95495
*
```

Results
Frontier orbital gap in eV: 9.828
SMILES string: c1ccc(-c2ncco2)nc1
ΔE to the lowest compared entry with this formula, charge and spin in kcal/mol: 71.9

=====

(3)
Here is a single C18H22N2O3S2 molecule from the Open Molecules 2025 dataset. Energies are from wB97M-V/def2-TZVPD.

Geometry as ORCA input:
```
! wB97M-V def2-TZVPD RIJCOSX def2/J DEFGRID3
* xyz 0 1
C -2.06025 -3.37137 0.19963
H -3.01123 -3.19169 -0.28388
H -1.46316 -4.06665 -0.37618
H -2.19837 -3.73328 1.21072
S -1.12863 -1.81701 0.26061
O 0.12137 -2.03977 -0.40526
O -1.06140 -1.32558 1.60536
N -2.01215 -0.76505 -0.70179
C -3.14002 -0.11326 -0.18218
C -3.62214 1.06578 -0.75046
C -4.76349 1.66642 -0.25082
C -5.44083 1.11656 0.82268
C -4.95732 -0.04484 1.39878
C -3.82262 -0.66048 0.90233
H -3.45214 -1.54746 1.38507
H -5.46553 -0.48251 2.24480
H -6.32891 1.59088 1.21045
H -5.11804 2.57854 -0.70674
H -3.11026 1.53060 -1.57637
C -1.30506 -0.19715 -1.82422
H -0.52828 -0.91266 -2.10256
H -1.97678 -0.06880 -2.67707
C -0.61662 1.14056 -1.52234
O -0.45068 1.97361 -2.38894
N -0.22695 1.29499 -0.24540
H -0.37241 0.56167 0.43286
C 0.43640 2.49530 0.20726
C 1.90023 2.26474 0.56671
H 2.40139 3.22592 0.67519
H 2.40869 1.67812 -0.19748
S 2.12537 1.41468 2.16745
C 2.39946 -0.32507 1.64952
C 3.49550 -0.42657 0.64187
C 4.78851 -0.03035 0.96759
C 5.79768 -0.09403 0.02561
C 5.52518 -0.55029 -1.25416
C 4.24067 -0.94566 -1.58511
C 3.22715 -0.88175 -0.64362
H 2.22675 -1.20340 -0.89391
H 4.02395 -1.30180 -2.58164
H 6.31344 -0.59685 -1.99119
H 6.79899 0.21458 0.28831
H 4.99233 0.33700 1.96320
H 1.46382 -0.73960 1.27759
H 2.66527 -0.82354 2.58229
H 0.37637 3.20923 -0.61973
H -0.09526 2.89732 1.07516
*
```

Results
Frontier orbital gap in eV: 8.654
SMILES string: CS(=O)(=O)N(CC(=O)NCCSCc1ccccc1)c1ccccc1
ΔE to the lowest compared entry with this formula, charge and spin in kcal/mol: 11.7

=====

(4)
Here is a single C4H7NO molecule from the Open Molecules 2025 dataset. Energies are from wB97M-V/def2-TZVPD.

Geometry as ORCA input:
```
! wB97M-V def2-TZVPD RIJCOSX def2/J DEFGRID3
* xyz 0 1
O -2.25556 -1.79478 0.17366
C -1.20578 -0.94366 0.27843
C 0.57726 2.21195 -0.04605
N 0.74885 1.18680 -0.76429
C 1.08490 -0.05079 -0.06938
C 0.00607 -1.09299 -0.25210
H -1.98915 -2.54939 -0.36923
H -1.47652 -0.07286 0.87160
H 0.68052 2.21001 1.05064
H 0.30909 3.15918 -0.51706
H 1.27092 0.13018 1.00370
H 2.01944 -0.42520 -0.49988
H 0.22995 -1.96845 -0.86004
*
```

Results
Frontier orbital gap in eV: 9.889
SMILES string: C=NC/C=C/O
ΔE to the lowest compared entry with this formula, charge and spin in kcal/mol: 51.5

=====

(5)
Here is a molecular structure, C27H31CdI2N2O8P2SSi from the Open Molecules 2025 dataset. Energies are from wB97M-V/def2-TZVPD.

Geometry as ORCA input:
```
! wB97M-V def2-TZVPD RIJCOSX def2/J DEFGRID3
* xyz -1 1
Cd 0.61977 0.25147 -0.03529
I -1.58873 3.58478 3.99226
C 0.29591 2.69481 3.93272
C 1.20920 2.92381 4.96705
C 2.44385 2.32315 4.96181
I 3.73270 2.70978 6.56863
C 2.81210 1.44558 3.90868
C 4.03030 0.72932 3.82959
C 4.25190 -0.13198 2.79303
C 3.26963 -0.27414 1.79665
N 2.14426 0.40109 1.83289
C 1.88994 1.23809 2.86056
C 0.56398 1.86095 2.82683
O -0.22726 1.64099 1.87181
H 0.93222 3.58260 5.77887
H 4.77152 0.85934 4.60757
H 5.16582 -0.70587 2.72182
H 3.42741 -0.95243 0.96890
N 1.20894 -1.56855 -3.59521
C 1.90145 -2.53628 -2.64257
C 2.48272 -3.72424 -3.38869
P 3.22713 -1.51482 -1.84017
O 3.96885 -1.07016 -3.24361
O 4.15500 -2.32432 -1.02615
O 2.52647 -0.28674 -1.33096
P 0.54732 -2.97170 -1.42996
O -0.31706 -4.02858 -2.33008
O 1.06125 -3.65228 -0.22921
O -0.23190 -1.67640 -1.42926
H 1.84889 -0.85760 -3.95126
H 0.47235 -1.12884 -3.01925
H 0.76393 -2.05173 -4.37404
H 3.19885 -3.40320 -4.14766
H 1.69530 -4.32475 -3.84751
H 3.01602 -4.34304 -2.66813
H 4.91451 -1.03669 -3.08804
H -0.36339 -4.85783 -1.84754
C -1.74914 -0.52946 -5.36962
C -2.40626 -0.70918 -4.15659
C -2.05255 0.05037 -3.05177
C -1.04441 1.01852 -3.11463
C -0.40945 1.19197 -4.34963
C -0.74948 0.42935 -5.46545
Si -0.41765 1.95313 -1.56875
C -1.83720 3.01316 -0.91101
C -2.88006 2.45395 -0.16640
C -3.91949 3.22994 0.32406
C -3.92940 4.60056 0.09835
C -2.89388 5.18227 -0.61848
C -1.86303 4.39364 -1.11706
H -2.02205 -1.12468 -6.23280
H -3.18132 -1.46077 -4.06913
H -2.54839 -0.14244 -2.10724
H 0.36912 1.94346 -4.44011
H -0.24392 0.59458 -6.41095
H 0.45653 2.96418 -2.24185
H -2.86162 1.39478 0.07008
H -4.71047 2.77036 0.90488
H -4.73103 5.21258 0.49362
H -2.88555 6.25268 -0.78701
H -1.06190 4.86166 -1.67815
O -0.30449 -1.17876 1.50790
S -1.66324 -0.72991 2.01715
C -1.47668 -0.66756 3.82145
C -2.00252 -1.98288 4.40968
C -1.95877 -3.01920 3.28494
C -2.56572 -2.29473 2.09061
H -1.97288 0.22963 4.18947
H -0.40053 -0.53987 3.93895
H -3.03822 -1.84788 4.73314
H -1.42355 -2.28449 5.28252
H -2.48395 -3.94082 3.53700
H -0.92495 -3.27040 3.03871
H -3.62604 -2.06951 2.23456
H -2.40702 -2.77181 1.12449
*
```

Results
Frontier orbital gap in eV: 6.717

=====

(6)
Here is a single C21H24N2O4S molecule from the Open Molecules 2025 dataset. Energies are from wB97M-V/def2-TZVPD.

Geometry as ORCA input:
```
! wB97M-V def2-TZVPD RIJCOSX def2/J DEFGRID3
* xyz 0 1
C -1.12519 2.93844 -1.51694
H -1.06397 4.02964 -1.58984
O 0.07479 2.38222 -1.02623
C 1.15217 2.38295 -1.86187
C 1.26093 3.21329 -2.97323
C 2.40203 3.19972 -3.75537
C 3.45532 2.36181 -3.44290
C 3.34564 1.52381 -2.34776
C 2.20903 1.51602 -1.55425
C 2.10178 0.50496 -0.44261
N 1.95073 -0.85175 -0.94944
S 0.44195 -1.26649 -1.56935
O 0.66368 -2.42885 -2.38101
O -0.21079 -0.15453 -2.19950
C -0.41201 -1.62587 -0.03085
C -1.09253 -0.54228 0.48612
C -1.73852 -0.63582 1.71647
C -1.71858 -1.85954 2.38493
C -1.03268 -2.93239 1.85423
C -0.34189 -2.84075 0.64555
C 0.49662 -3.98216 0.13700
C 1.90934 -3.82784 0.71495
H 1.88370 -3.88435 1.80206
H 2.32851 -2.86846 0.42193
H 2.55148 -4.62079 0.34026
H 0.56185 -3.89627 -0.94809
C -0.07561 -5.35762 0.48072
H -1.12645 -5.41626 0.20785
H 0.46410 -6.12096 -0.07415
H 0.02704 -5.58235 1.54008
H -1.02114 -3.86157 2.40067
H -2.23219 -1.95161 3.32992
C -2.38989 0.51819 2.30462
C -2.22027 1.86425 2.10032
C -3.12469 2.46744 3.00943
N -3.76454 1.54707 3.68407
O -3.31851 0.34123 3.26431
C -3.36901 3.91458 3.22386
H -3.73031 4.37337 2.30485
H -2.44383 4.41141 3.51095
H -4.10911 4.04655 4.00720
H -1.53691 2.34958 1.43691
H -1.12152 0.36457 -0.09448
H 2.66224 -1.09692 -1.62387
H 1.23321 0.70957 0.18183
H 3.00135 0.52307 0.18195
H 4.15804 0.85395 -2.10000
H 4.34844 2.35320 -4.04846
H 2.46269 3.85230 -4.61358
H 0.45517 3.87777 -3.24090
H -1.38022 2.50959 -2.48881
H -1.90146 2.67488 -0.79955
*
```

Results
Frontier orbital gap in eV: 9.010
SMILES string: COc1ccccc1CNS(=O)(=O)c1cc(-c2cc(C)no2)ccc1C(C)C
ΔE to the lowest compared entry with this formula, charge and spin in kcal/mol: 69.7

=====

(7)
Here is a gas-phase ion, C20H29BBrF9N3O9 (charge +1) from the Open Molecules 2025 dataset. Energies are from wB97M-V/def2-TZVPD.

Geometry as ORCA input:
```
! wB97M-V def2-TZVPD RIJCOSX def2/J DEFGRID3
* xyz 1 1
C -2.82101 -1.07428 2.99044
C -2.51115 -1.32766 1.52007
O -1.13883 -0.96240 1.33952
C -0.25018 -1.08436 0.27151
C 0.31615 -2.54198 0.22135
Br -1.02753 -3.91930 -0.19244
C 1.64398 -2.86823 -0.50248
C 1.71639 -4.00596 -1.52812
C 0.83608 -0.03446 0.80981
C 1.00999 -0.04634 2.33263
C 0.18203 0.94830 3.14301
C 0.46977 0.73542 4.63066
O 1.85181 0.73397 4.89110
C 2.33518 -0.40560 5.58094
C 2.18228 0.24752 0.13030
C 3.39424 -0.50977 0.63324
O 3.41311 -1.36575 1.48337
O 4.50287 -0.07539 -0.01281
O 0.04990 1.17014 0.52431
C -0.72537 1.11274 -0.60358
O -2.04411 1.33014 -0.28839
N -2.29764 2.41386 0.80291
O -3.36531 2.76390 0.71289
C -0.12904 2.26497 -1.52788
F 1.04373 1.84341 -2.05278
F 0.14098 3.26498 -0.66589
C -0.95899 2.92177 -2.68106
F -0.82083 2.14006 -3.78537
F -2.26112 3.02117 -2.37081
C -0.45074 4.34507 -3.04944
F -0.91003 5.20373 -2.11749
F 0.89266 4.37877 -3.06202
C -0.95101 4.85097 -4.43461
F -2.26816 4.75364 -4.52288
F -0.38938 4.16904 -5.41554
F -0.59899 6.11706 -4.54030
N -0.69905 -0.37580 -1.04633
C 0.07498 -0.70879 -2.31215
C -0.44081 -1.89846 -3.08590
N -0.39621 -1.78998 -4.35376
B -2.17982 -0.60593 -1.63365
O -2.48774 0.27167 -2.60876
O -2.93158 -1.65955 -1.25695
H -1.90367 -1.21354 3.56613
H -3.16627 -0.06023 3.17298
H -3.52741 -1.81037 3.36401
H -2.76371 -2.34980 1.26728
H -3.16310 -0.70376 0.91935
H 0.46296 -2.72336 1.28215
H 2.09616 -2.00638 -0.97074
H 2.33462 -3.16419 0.28252
H 1.63078 -4.98146 -1.06023
H 2.71663 -3.96158 -1.96312
H 1.02657 -3.90353 -2.35845
H 2.04357 0.19992 2.55361
H 0.88056 -1.05267 2.73228
H -0.88243 0.76675 3.00692
H 0.45049 1.97192 2.89173
H -0.01269 1.54711 5.18382
H -0.01517 -0.18962 4.96221
H 2.33767 -1.28201 4.92603
H 1.73704 -0.60739 6.47133
H 3.35689 -0.18625 5.87899
H 2.21657 0.18988 -0.94929
H 2.39306 1.29891 0.34652
H 5.10158 -0.82954 -0.12071
H -0.02529 0.12444 -2.99226
H 1.12998 -0.83799 -2.12955
H -0.76463 -2.80635 -2.58394
H -0.68942 -2.65060 -4.81397
H -2.95874 -0.14434 -3.34197
H -3.04412 -2.37629 -1.89032
*
```

Results
Frontier orbital gap in eV: 8.043
SMILES string: [H]/N=C/C[N@+]1(B(O)O)[C@](ON=O)(C(F)(F)C(F)(F)C(F)(F)C(F)(F)F)O[C@](CCCOC)(CC(=O)O)[C@]1(OCC)[C@@H](Br)CC

=====

(8)
Here is 2 unconnected molecules or ions with the total composition C4H9NO4 from the Open Molecules 2025 dataset. Energies are from wB97M-V/def2-TZVPD.

Geometry as ORCA input:
```
! wB97M-V def2-TZVPD RIJCOSX def2/J DEFGRID3
* xyz 0 1
C -1.18793 1.93456 0.56143
C -0.06089 1.46584 -0.32459
N 0.06636 0.13137 -0.59170
C -0.68411 -0.92243 0.04715
C -0.04301 -1.29292 1.36611
O -0.58315 -2.41423 1.92482
O 0.86172 -0.72465 1.91184
O 0.70797 2.25811 -0.83131
H -0.71643 2.48486 1.37629
H -1.73123 2.70712 0.01350
H -1.92734 1.23255 0.92882
H 0.68249 -0.06756 -1.38299
H -1.72634 -0.63295 0.15000
H -0.71633 -1.80990 -0.58196
H 0.07507 -2.72202 2.56728
H 0.37444 0.29052 -3.79189
H 1.68105 -0.58420 -3.39569
O 0.76860 -0.35172 -3.20116
*
```

Results
Frontier orbital gap in eV: 9.955
SMILES string: CC(=O)NCC(=O)O.O
ΔE to the lowest compared entry with this formula, charge and spin in kcal/mol: 11.7

=====

Number 1: HOMO -9.4739 eV. Number 2: HOMO -9.1044 eV. Number 3: HOMO -8.3286 eV. Number 4: HOMO -8.9035 eV. Number 5: HOMO -4.5022 eV. Number 6: HOMO -8.7223 eV. Number 7: HOMO -11.8485 eV. Number 8: HOMO -9.4363 eV.